# 1
C26H52N2O6P | ωB97M-V/def2-TZVPD

```
87
Properties=species:S:1:pos:R:3:lowdin_charge:R:1
C 5.2530 -4.7656 -0.8844 -0.071
C 6.1216 -4.4498 -2.2076 -0.247
O 6.0619 -3.0716 -2.6492 -0.203
C 7.0048 -2.2462 -1.9142 -0.198
C 6.5541 -0.6910 -1.9667 -0.081
C 5.1015 -0.6054 -1.2803 -0.234
N 4.0651 -0.2221 -2.3308 0.116
C 2.8250 0.1501 -1.5603 -0.241
C 1.4778 0.1806 -2.4305 -0.132
C 1.5695 1.0178 -3.8004 -0.160
C 0.4041 0.4192 -4.7758 -0.223
N -0.9573 0.5100 -4.1817 -0.080
C -1.5647 -0.8181 -3.8829 -0.169
C -1.6370 -1.0123 -2.2734 -0.112
C -2.2797 0.0001 -1.2969 -0.047
C -2.2744 -0.2291 0.2308 -0.043
C -1.5807 -1.5166 0.8898 -0.033
C -0.9589 -2.5403 -0.1192 -0.004
C -0.9718 -2.3025 -1.6721 -0.206
O -0.3537 -3.3179 -2.4871 -0.054
C 3.1235 1.5442 -0.8328 -0.129
O 4.4464 1.6713 -0.2536 -0.135
C 5.0858 0.3974 -0.0148 -0.333
P 4.4044 -0.5420 1.5074 0.789
O 5.4103 -0.5757 2.6920 -0.468
H 5.8075 -5.4584 -0.1547 0.094
H 4.2615 -5.2467 -1.1848 0.081
H 5.0319 -3.7448 -0.3922 0.045
H 5.6648 -5.0813 -3.0612 0.133
H 7.1962 -4.8394 -2.0828 0.132
H 8.0747 -2.3010 -2.3060 0.141
H 7.0245 -2.5280 -0.7904 0.144
H 6.5165 -0.2839 -3.0376 0.131
H 7.3463 -0.0891 -1.4105 0.131
H 4.8410 -1.6622 -0.9042 0.108
H 3.8216 -1.0524 -2.9039 0.196
H 4.3770 0.5651 -2.9246 0.182
H 2.6790 -0.6901 -0.7761 0.159
H 1.2394 -0.9207 -2.6959 0.110
H 0.6272 0.5527 -1.7694 0.127
H 2.5795 0.9107 -4.3512 0.112
H 1.3457 2.1197 -3.5476 0.124
H 0.4128 1.0981 -5.7102 0.120
H 0.6956 -0.6270 -5.1368 0.122
H -0.9833 1.1451 -3.3714 0.090
H -0.9820 -1.7092 -4.3076 0.111
H -2.6426 -0.9228 -4.2890 0.131
H -2.7643 0.9386 -1.7488 0.102
H -2.7549 0.5597 0.9152 0.082
H -1.5476 -1.6766 2.0222 0.089
H -0.4553 -3.4695 0.3126 0.095
H 0.4851 -2.9790 -2.8742 0.083
H 3.0515 2.3608 -1.6518 0.151
H 2.2685 1.7749 -0.0998 0.154
H 6.1849 0.6345 0.2532 0.156
H 3.1066 -0.0370 1.9046 0.037
H 4.1871 -1.9349 1.1509 0.023
C -3.8651 4.0892 1.2331 -0.076
C -5.0038 3.2371 0.6972 -0.277
O -5.7663 2.6065 1.7142 -0.177
C -6.4168 3.4649 2.6443 -0.278
C -7.4087 4.4165 2.0005 -0.076
H -3.1987 3.4892 1.8593 0.074
H -3.2854 4.5119 0.4085 0.076
H -4.2296 4.9179 1.8439 0.069
H -4.5824 2.4360 0.0834 0.104
H -5.6557 3.8191 0.0388 0.108
H -5.6736 4.0079 3.2378 0.108
H -6.9521 2.8159 3.3420 0.116
H -6.9226 5.1021 1.3036 0.066
H -7.9093 5.0164 2.7645 0.081
H -8.1644 3.8601 1.4405 0.085
C -2.6663 0.1670 6.0613 -0.077
C -2.9703 0.9299 4.7829 -0.280
O -3.1184 0.0932 3.6445 -0.193
C -4.1656 -0.8702 3.7124 -0.276
C -5.5421 -0.2582 3.8929 -0.068
H -1.7624 -0.4366 5.9422 0.081
H -2.5174 0.8609 6.8920 0.080
H -3.4784 -0.5105 6.3337 0.068
H -2.1337 1.6005 4.5687 0.116
H -3.8522 1.5663 4.9038 0.106
H -3.9508 -1.6035 4.4969 0.108
H -4.1453 -1.4161 2.7654 0.109
H -5.6250 0.2884 4.8346 0.071
H -6.3078 -1.0381 3.8914 0.084
H -5.7565 0.4456 3.0844 0.066
```

Highest occupied orbital energy = -0.3972 hartree
Orbital gap = 7.8 eV
Lowest unoccupied orbital energy = -0.1116 Ha
Total charge = +1
DFT total energy = -52344.0499 eV



# 2
C26H52O26Rb2 | ωB97M-V/def2-TZVPD

```
106
Properties=species:S:1:pos:R:3:lowdin_charge:R:1
Rb -1.2304 -31.5425 -7.2882 0.927
Rb -0.4384 -39.6537 -9.3936 0.904
O -0.3870 -34.3670 -7.6764 -0.324
C 0.3197 -34.4288 -8.8764 -0.317
C 1.2145 -35.6934 -9.4486 -0.232
O 0.8979 -37.0705 -9.5049 -0.300
H 0.9608 -33.5474 -8.8951 0.066
H -0.3670 -34.0295 -9.6228 0.086
H 2.0930 -35.7073 -8.8035 0.096
H 1.5080 -35.4464 -10.4689 0.082
C 1.3050 -38.0482 -12.5098 0.002
O 0.1885 -38.2428 -13.4253 0.021
C -0.4614 -39.3783 -13.5274 -0.539
O -0.1060 -40.4001 -12.8722 0.045
O -1.4585 -39.2413 -14.4229 0.010
C -2.1731 -40.3270 -14.7890 -0.088
H 1.3969 -36.9730 -12.3558 0.072
H 2.2512 -38.4037 -12.9177 0.088
H 1.1113 -38.5150 -11.5441 0.038
H -1.5570 -41.0474 -15.3272 0.107
H -2.9179 -39.9491 -15.4893 0.108
H -2.5621 -40.8730 -13.9295 0.101
C 3.4700 -32.5476 -10.1437 -0.029
O 4.2132 -33.3486 -9.2395 -0.008
C 5.1876 -32.9060 -8.4536 -0.569
O 5.4932 -31.7300 -8.2812 0.117
O 5.7328 -33.9212 -7.7833 0.007
C 5.3880 -35.3048 -7.8282 -0.035
H 3.4005 -33.0809 -11.0918 0.087
H 3.9533 -31.5853 -10.3128 0.102
H 2.4371 -32.2573 -9.9519 0.055
H 4.3745 -35.6757 -7.9810 0.075
H 5.7001 -35.8546 -6.9403 0.098
H 6.0422 -35.5494 -8.6651 0.101
C 6.7357 -42.7284 -9.4719 -0.068
O 5.7084 -41.7972 -9.6656 -0.043
C 5.6118 -40.6591 -8.8641 -0.487
O 6.4924 -40.4681 -7.9996 0.084
O 4.4855 -39.9773 -9.0970 -0.016
C 4.0979 -38.9308 -8.2246 -0.014
H 7.6476 -42.1690 -9.2631 0.096
H 6.8839 -43.2238 -10.4315 0.090
H 6.4934 -43.5143 -8.7565 0.099
H 3.7066 -39.4246 -7.3352 0.111
H 3.4929 -38.1973 -8.7575 0.080
H 5.0611 -38.5628 -7.8712 0.091
C 5.8050 -34.5159 -3.9337 -0.026
O 4.8084 -35.5526 -4.0880 -0.017
C 3.7069 -35.3145 -4.8372 -0.562
O 3.1344 -36.2870 -5.3394 0.090
O 3.2209 -34.0469 -4.7363 -0.015
C 1.9219 -33.7477 -5.3770 -0.004
H 5.7287 -34.1655 -2.9043 0.097
H 5.8671 -33.7465 -4.7033 0.097
H 6.7018 -35.1325 -3.9936 0.095
H 1.9303 -34.2139 -6.3623 0.074
H 1.7934 -32.6664 -5.4249 0.083
H 1.0135 -34.0529 -4.8578 0.095
C 1.8213 -34.1715 -13.5547 -0.054
O 0.4213 -34.2073 -13.6724 -0.019
C -0.1779 -34.3998 -14.8728 -0.541
O 0.2894 -34.6223 -15.9787 0.130
O -1.4792 -34.2388 -14.5483 -0.015
C -2.4691 -34.7479 -15.4587 -0.037
H 2.3075 -34.6683 -14.3943 0.101
H 1.9260 -34.8092 -12.6769 0.057
H 2.3285 -33.2177 -13.4099 0.095
H -2.0695 -35.4906 -16.1492 0.094
H -3.0292 -34.0584 -16.0903 0.091
H -3.2617 -35.1958 -14.8593 0.088
C -3.2403 -35.2991 -8.2526 0.000
O -3.8993 -34.2644 -8.9923 0.029
C -4.7418 -33.4440 -8.5244 -0.593
O -5.3194 -33.4435 -7.4650 0.145
O -5.0052 -32.5337 -9.5835 -0.074
C -6.0971 -31.6453 -9.4876 -0.061
H -3.9925 -36.0080 -7.9065 0.103
H -2.7346 -34.9482 -7.3530 0.084
H -2.4995 -35.7912 -8.8827 0.096
H -6.2105 -31.1143 -8.5425 0.095
H -7.0056 -32.2085 -9.7013 0.101
H -5.9789 -30.8755 -10.2503 0.095
C 6.5520 -40.6430 -13.4222 0.002
O 6.3958 -39.2928 -12.9108 0.020
C 5.2380 -38.8930 -12.4218 -0.650
O 4.2416 -39.5675 -12.3756 0.112
O 5.3234 -37.6790 -12.0108 0.038
C 4.4242 -36.8601 -11.3117 -0.011
H 7.2929 -40.6085 -14.2209 0.095
H 5.5691 -41.0826 -13.5917 0.098
H 7.1151 -41.2503 -12.7134 0.083
H 4.7879 -36.2835 -10.4611 0.081
H 3.5927 -37.4665 -10.9527 0.076
H 4.0774 -36.2024 -12.1087 0.100
C -2.3570 -32.1192 -11.3471 -0.036
O -1.7716 -31.1987 -10.4310 -0.071
C -0.3929 -31.0033 -10.5919 -0.549
O 0.2745 -31.4886 -11.5494 0.098
O -0.0741 -30.0881 -9.7137 -0.069
C 1.2415 -29.4663 -9.7380 0.012
H -2.2002 -32.1093 -12.4257 0.105
H -3.4035 -32.1049 -11.0427 0.083
H -1.9468 -33.0986 -11.1011 0.087
H 1.9450 -30.1703 -9.2937 0.085
H 1.3562 -28.4468 -9.3696 0.108
H 1.5995 -29.3690 -10.7630 0.104
```

Highest occupied orbital energy (alpha / beta) = -0.4061 / -0.3786 hartree
Orbital gap (alpha / beta) = 8.3 / 6.0 eV
Lowest unoccupied orbital energy (alpha / beta) = -0.1006 / -0.1597 Ha
Total charge = +1
<S²> = 0.76
Multiplicity = 2
DFT total energy = -82338.3782 eV



# 3
C26H53BFI2O12S | ωB97M-V/def2-TZVPD

```
96
Properties=species:S:1:pos:R:3:lowdin_charge:R:1
C -5.4822 1.5172 -1.2069 -0.071
C -5.5058 0.8608 0.1697 -0.269
O -5.3279 -0.5336 0.0517 -0.056
C -4.4272 -1.2023 0.9374 -0.448
C -2.9992 -0.6317 0.8148 -0.038
C -2.3122 -0.6386 -0.5391 -0.336
C -2.0775 -1.9921 -1.1708 -0.026
F -3.0155 0.1729 -1.4558 -0.048
O -4.4758 -2.5286 0.5765 0.036
B -4.4039 -3.3969 1.7843 -0.802
C -2.8777 -4.0601 1.9918 -0.654
I -2.6175 -5.6302 0.6166 0.808
C -1.9411 -3.7778 2.8925 -0.832
C -2.0591 -2.7262 3.9742 -0.179
I -0.0572 -4.7588 3.0134 0.706
O -4.7673 -2.4866 2.8884 -0.028
C -4.8714 -1.1659 2.4432 -0.262
C -6.2901 -0.6817 2.7304 -0.117
C -7.3737 -1.4585 1.9642 -0.158
C -8.6066 -1.7960 2.8229 -0.194
C -9.8532 -0.9731 2.4706 -0.237
S -10.8702 -1.8012 1.2829 0.589
O -10.1067 -2.2769 0.1706 -0.268
O -11.7675 -2.6818 1.9635 -0.283
O -11.7242 -0.5408 0.7488 -0.177
H -5.7575 0.7719 -1.9532 0.082
H -6.1935 2.3450 -1.2488 0.065
H -4.4941 1.8886 -1.4726 0.054
H -4.7474 1.3011 0.8254 0.118
H -6.4783 1.0556 0.6399 0.096
H -2.3782 -1.2463 1.4704 0.120
H -2.9585 0.3876 1.2138 0.118
H -1.3505 -0.1277 -0.4110 0.123
H -2.9588 -2.3008 -1.7307 0.094
H -1.9096 -2.7455 -0.4063 0.043
H -1.2098 -1.9652 -1.8330 0.074
H -5.1711 -4.3451 1.6889 0.087
H -1.3818 -2.9293 4.8007 0.031
H -1.8064 -1.7348 3.5884 0.069
H -3.0860 -2.6949 4.3307 0.074
H -4.1701 -0.5224 3.0027 0.145
H -6.4283 -0.8196 3.8068 0.112
H -6.3760 0.3932 2.5450 0.098
H -6.9423 -2.3705 1.5551 0.119
H -7.6937 -0.8722 1.0996 0.103
H -8.8361 -2.8608 2.7402 0.116
H -8.3977 -1.6159 3.8785 0.107
H -9.5924 -0.0057 2.0423 0.106
H -10.5072 -0.8107 3.3271 0.104
H -11.8529 -0.6671 -0.2005 0.086
C -0.2036 2.0076 -3.5921 -0.103
O 0.6691 2.8187 -2.8348 -0.194
C 0.3401 2.8339 -1.4585 -0.205
C 1.5563 3.0925 -0.5987 -0.185
O 2.4335 1.9841 -0.4940 -0.120
C 3.3353 1.7620 -1.5636 -0.182
C 4.5788 2.6191 -1.5103 -0.205
O 4.3070 3.9534 -1.9092 -0.191
C 5.1996 4.8842 -1.3529 -0.121
H -1.2259 2.4021 -3.5948 0.089
H 0.1737 1.9920 -4.6132 0.085
H -0.2358 0.9842 -3.2030 0.087
H -0.1111 1.8783 -1.1656 0.114
H -0.3967 3.6263 -1.2632 0.129
H 1.1963 3.2635 0.4185 0.127
H 2.0798 3.9897 -0.9382 0.121
H 2.8432 1.8625 -2.5334 0.124
H 3.6614 0.7258 -1.4462 0.127
H 5.3341 2.1802 -2.1762 0.121
H 4.9841 2.6030 -0.4909 0.125
H 5.2104 4.8240 -0.2579 0.088
H 4.8645 5.8767 -1.6502 0.085
H 6.2252 4.7347 -1.7149 0.083
C 9.7840 0.6506 2.0438 -0.117
O 9.5077 -0.0434 0.8517 -0.195
C 8.1302 -0.3178 0.6749 -0.205
C 7.7827 -0.4721 -0.7881 -0.178
O 7.7454 0.7493 -1.5085 -0.136
C 8.9748 1.3427 -1.8851 -0.184
C 9.6598 0.6685 -3.0533 -0.210
O 10.2786 -0.5401 -2.6585 -0.194
C 10.4384 -1.4517 -3.7185 -0.115
H 9.5527 0.0478 2.9303 0.088
H 10.8476 0.8827 2.0458 0.086
H 9.2133 1.5849 2.1035 0.088
H 7.5234 0.4886 1.1054 0.126
H 7.8671 -1.2516 1.1907 0.130
H 6.7600 -0.8530 -0.8316 0.129
H 8.4431 -1.2000 -1.2641 0.123
H 9.6608 1.4243 -1.0389 0.123
H 8.7072 2.3502 -2.2130 0.125
H 10.4157 1.3589 -3.4550 0.127
H 8.9207 0.4797 -3.8421 0.127
H 9.4803 -1.6720 -4.2035 0.089
H 10.8432 -2.3704 -3.2982 0.087
H 11.1330 -1.0748 -4.4793 0.087
```

Highest occupied orbital energy = -0.1946 hartree
Orbital gap = 7.2 eV
Lowest unoccupied orbital energy = 0.0705 Ha
Total charge = -1
DFT total energy = -82821.4968 eV